# 1
Density functional theory data (ωB97M-V/def2-TZVPD) for one molecule with the formula C20H16F3N3O2.

XYZ file:
```
44
Properties=species:S:1:pos:R:3:mulliken_charge:R:1
C -0.47294 3.23003 2.34998 -0.75
O 0.77558 2.70552 1.96439 -0.48
C 0.83284 1.90030 0.87170 0.31
C 2.09113 1.39193 0.56084 -0.63
C 2.28473 0.55861 -0.53821 0.31
N 3.56664 0.12019 -0.80400 -0.10
C 4.01142 -0.92075 -1.58407 0.37
C 3.24713 -2.04951 -1.90252 -0.20
C 3.83116 -3.03597 -2.67096 -0.65
C 5.14771 -2.89001 -3.08941 -0.37
C 5.83107 -1.75765 -2.68181 -0.33
N 5.28766 -0.80193 -1.95082 -0.60
C 1.18798 0.24238 -1.34286 -0.50
C -0.06905 0.72083 -1.01159 -0.75
C -1.20750 0.39083 -1.91036 -0.09
O -1.12978 0.41971 -3.11862 -0.65
N -2.41099 0.09818 -1.31088 -0.04
C -2.69649 -0.21192 0.01355 0.12
C -1.78956 -0.89018 0.83015 -0.06
C -2.10784 -1.16931 2.14484 -0.85
C -3.33462 -0.80008 2.67209 -0.69
C -4.25052 -0.16042 1.84927 0.13
C -5.58266 0.27224 2.39271 0.84
F -6.56944 0.17023 1.48825 -0.27
F -5.96982 -0.43272 3.46364 -0.27
F -5.56634 1.56549 2.77982 -0.26
C -3.94297 0.13578 0.53035 -0.64
C -0.26017 1.55964 0.08384 0.04
H -0.89264 3.88029 1.57627 0.33
H -1.18834 2.43484 2.58524 0.28
H -0.28006 3.81763 3.24581 0.25
H 2.92291 1.67013 1.18897 0.46
H 4.31917 0.70515 -0.46639 0.27
H 2.24340 -2.16268 -1.52794 0.49
H 3.26789 -3.91986 -2.93360 0.40
H 5.62912 -3.64066 -3.69495 0.37
H 6.86824 -1.59958 -2.94762 0.39
H 1.30225 -0.33769 -2.24321 0.97
H -3.19779 0.10668 -1.94949 0.26
H -0.83892 -1.20108 0.42809 0.60
H -1.39523 -1.68913 2.76576 0.43
H -3.58533 -1.01744 3.69793 0.47
H -4.66787 0.63735 -0.09351 0.44
H -1.24115 1.95460 0.28929 0.61
```

Output
Maximum force   0.8 eV/Å
Energy above the lowest of the compared OMol25 structures with the same formula, charge and spin   0.000 eV
LUMO energy   0.4 eV
Frontier orbital gap   8.40 eV
Net charge   0
Structure (SMILES)   COc1cc(Nc2ccccn2)cc(C(=O)Nc2cccc(C(F)(F)F)c2)c1

=====

# 2
Density functional theory data (ωB97M-V/def2-TZVPD) for an isolated ion of composition C20H16FN2O4S and charge -1 in a non-equilibrium geometry.

XYZ file:
```
44
Properties=species:S:1:pos:R:3:mulliken_charge:R:1
C -0.09087 -0.37227 1.28524 0.59
C 0.98041 0.43741 1.95452 -0.14
C 2.19134 -0.14635 2.35878 0.18
N 3.21227 -0.60691 2.70942 -0.82
C 0.68878 1.67777 2.52344 0.13
N 0.46076 2.72056 3.01455 -0.86
C -1.49410 -0.03280 1.82855 -0.03
C -2.09712 1.19395 1.57553 0.06
C -3.39975 1.43772 2.01904 -0.85
C -4.07961 0.47397 2.76652 -0.40
C -3.43488 -0.72263 3.09773 -0.65
C -2.14003 -0.97858 2.63046 -0.39
H 0.12819 -1.43944 1.45629 0.94
H -1.57804 1.96375 1.01045 0.41
H -3.86198 2.38842 1.75499 0.36
H -5.11228 0.66397 3.07683 0.35
H -3.94159 -1.47453 3.70323 0.36
H -1.61984 -1.91131 2.86357 0.36
C -0.97242 -4.21369 -2.49482 -1.17
C -1.69267 -3.11302 -1.76544 -0.29
O -0.69577 -2.32219 -1.07423 -0.19
C -1.18829 -1.10512 -0.76442 -0.28
C -0.10239 -0.15670 -0.20199 0.86
F -0.41993 1.15848 -0.56479 -0.42
S 1.46294 -0.46705 -1.31567 1.55
C 2.45940 1.04567 -1.49773 0.08
C 2.55349 1.67509 -2.73776 -0.47
C 3.14036 2.94249 -2.81602 -0.43
C 3.63089 3.56009 -1.65935 -0.36
C 3.60870 2.87884 -0.43713 -0.74
C 3.09338 1.58448 -0.38116 -0.25
O 2.25950 -1.49589 -0.69842 -0.67
O 0.91600 -0.61254 -2.65345 -0.73
O -2.34435 -0.76310 -0.91954 -0.62
H -1.73203 -4.88284 -2.90737 0.41
H -0.38781 -3.79933 -3.32610 0.25
H -0.30454 -4.78395 -1.83894 0.30
H -2.23188 -2.46323 -2.46888 0.34
H -2.39016 -3.49323 -1.00375 0.30
H 2.16150 1.18208 -3.62454 0.44
H 3.19111 3.44854 -3.78248 0.36
H 4.02834 4.57560 -1.70748 0.35
H 3.98152 3.34654 0.47660 0.40
H 3.16343 1.00126 0.53573 0.40
```

Output
Maximum force   2.0 eV/Å
Energy above the lowest of the compared OMol25 structures with the same formula, charge and spin   0.000 eV
LUMO energy   2.8 eV
Frontier orbital gap   6.64 eV
Net charge   -1

=====

# 3
Density functional theory data (ωB97M-V/def2-TZVPD) for C20H16MoN3O6S2 as an isolated structure in a non-equilibrium geometry.

XYZ file:
```
48
Properties=species:S:1:pos:R:3:mulliken_charge:R:1
Mo -0.13675 -0.49211 0.14271 0.85
S 1.44206 -1.99703 -0.57840 -0.13
C 2.47497 -1.64627 0.76023 1.04
C 3.86913 -1.79013 0.60266 -0.69
C 4.68867 -1.59540 1.68210 -0.62
C 4.14809 -1.21986 2.93307 -0.51
C 2.78512 -1.02537 3.10526 -0.72
C 1.93735 -1.26332 2.03724 0.77
S 0.18931 -1.09682 2.25396 -0.09
H 4.26747 -2.06635 -0.36559 0.50
H 5.75753 -1.73398 1.58489 0.45
H 4.81129 -1.09490 3.78009 0.46
H 2.38720 -0.73161 4.06797 0.52
O 1.58423 2.19844 2.15096 -0.18
C 1.33767 2.67991 1.15930 0.94
O 0.56026 1.02114 0.07173 -0.61
C 1.25790 3.74426 0.25136 0.56
C 1.68703 4.98647 0.78379 -0.82
C 1.66440 6.09746 -0.03058 -0.64
C 1.22170 5.99387 -1.34863 -0.48
C 0.80034 4.76287 -1.83086 -0.16
C 0.81195 3.62882 -1.07101 -0.33
N 0.30251 4.64443 -3.23115 1.04
O 0.39848 5.62136 -3.92115 -0.53
O -0.15184 3.56174 -3.54190 -0.60
H 2.02696 5.05948 1.80888 0.48
H 1.99070 7.05281 0.35679 0.47
H 1.19883 6.85557 -2.00479 0.55
H 0.48873 2.70278 -1.51495 0.74
O -0.77043 -4.33792 0.32163 -0.49
C -2.11075 -4.81830 0.47647 -0.77
N -2.80971 -4.93713 -0.77118 -0.09
C -3.49103 -3.95831 -1.42401 0.23
O -4.19412 -4.13222 -2.38404 -0.51
C -3.34755 -2.51666 -0.95217 -0.28
C -4.45481 -1.68030 -1.12146 -0.19
C -4.37062 -0.31514 -0.84465 -0.83
C -3.17293 0.21950 -0.43703 -0.28
N -2.09773 -0.58879 -0.29711 -0.17
C -2.18235 -1.92731 -0.53197 0.12
H -0.21447 -5.06426 0.01364 0.31
H -2.60623 -4.10140 1.12870 0.45
H -2.11607 -5.78589 0.97217 0.47
H -2.94985 -5.85871 -1.16629 0.28
H -5.37700 -2.11385 -1.49212 0.57
H -5.23047 0.32902 -0.96842 0.45
H -3.03146 1.27011 -0.22712 0.50
H -1.27366 -2.54069 -0.38906 0.95
```

Output
Maximum force   1.6 eV/Å
LUMO energy (spin up / spin down)   -12.0 / -12.7 eV
Frontier orbital gap (spin up / spin down)   6.04 / 5.32 eV
Net charge   +3

=====

# 4
Density functional theory data (ωB97M-V/def2-TZVPD) for one molecule with the formula C20H16N2O4 in a non-equilibrium geometry.

XYZ file:
```
42
Properties=species:S:1:pos:R:3:mulliken_charge:R:1
O -1.08029 -2.53204 0.97474 -0.63
C -0.75203 -1.44202 0.41711 0.65
C 0.63567 -1.36087 -0.07929 -0.10
C 1.24691 -2.38639 -0.82446 -0.74
C 2.49956 -1.78018 -1.23685 -0.74
C 2.53968 -0.45610 -0.55102 0.28
C 3.66657 0.45912 -0.35176 0.85
C 4.38112 0.77411 -1.48122 -0.33
C 5.42566 1.74262 -1.56181 -0.69
C 5.73774 2.44140 -0.40209 -0.50
C 5.16176 2.04696 0.87033 -0.62
C 4.15273 1.09603 0.91829 0.19
N 3.60745 0.65323 2.05197 0.95
O 3.11539 -0.52982 2.06816 -0.54
O 3.71094 1.32831 3.10067 -0.59
O 1.33648 -0.18993 0.05927 -0.33
N -1.71793 -0.53455 0.05173 0.38
C -1.58411 0.12046 -1.24491 -0.38
C -2.90527 0.09868 -2.01296 -1.11
C -4.00277 0.70470 -1.24454 -0.67
C -4.07766 0.10026 0.17850 0.68
C -5.35860 -0.00293 0.81381 -0.80
C -5.40471 -0.47298 2.13106 -0.29
C -4.27620 -0.92825 2.84384 -0.87
C -3.02927 -0.82681 2.13984 -0.45
C -2.95893 -0.39925 0.78412 0.37
H 0.88997 -3.41309 -1.11277 0.42
H 3.29984 -2.21349 -1.72630 0.63
H 4.05962 0.29319 -2.46403 0.29
H 5.83335 1.81965 -2.58288 0.36
H 6.33647 3.30845 -0.48515 0.43
H 5.47463 2.46075 1.81896 0.48
H -1.18836 1.17266 -1.31639 0.14
H -1.00870 -0.60162 -1.82214 0.38
H -3.15087 -0.98338 -2.22572 0.32
H -2.82464 0.49033 -2.99174 0.50
H -4.83895 0.57760 -1.91944 0.38
H -3.87075 1.81716 -1.02798 0.27
H -6.23681 0.25091 0.21809 0.38
H -6.40646 -0.54160 2.56761 0.32
H -4.29673 -1.14632 3.94494 0.32
H -2.14152 -1.01497 2.71240 0.41
```

Output
Maximum force   7.5 eV/Å
Energy above the lowest of the compared OMol25 structures with the same formula, charge and spin   7.526 eV
LUMO energy   -1.3 eV
Frontier orbital gap   6.88 eV
Net charge   0
Structure (SMILES)   O=C(c1ccc(-c2ccccc2[N+](=O)[O-])o1)N1CCCc2ccccc21

=====

# 5
Density functional theory data (ωB97M-V/def2-TZVPD) for C20H16N5OSTa as an isolated structure in a non-equilibrium geometry.

XYZ file:
```
44
Properties=species:S:1:pos:R:3:mulliken_charge:R:1
Ta -1.15361 0.59773 0.16608 1.51
N -1.94237 -3.73735 -0.94592 -0.38
C -1.68204 -2.43390 -1.01260 0.79
S -2.42178 -1.46654 0.33644 -0.31
N -0.96359 -1.93425 -1.94362 -1.05
N -0.69391 -0.60770 -1.90285 0.35
C -0.25573 -0.08036 -3.00295 -0.11
C -0.02059 1.32288 -3.21733 0.59
C 0.38950 1.75666 -4.48261 -0.82
C 0.51578 3.10081 -4.76869 -0.74
C 0.22501 4.04593 -3.78899 -0.52
C -0.16105 3.64558 -2.52050 -0.57
C -0.27604 2.29773 -2.23469 0.66
O -0.65688 1.86597 -1.00725 -0.26
H -2.58009 -4.11250 -0.26583 0.20
H -1.59688 -4.34072 -1.67634 0.26
H -0.10934 -0.74091 -3.85435 0.46
H 0.59474 1.01057 -5.24050 0.41
H 0.82610 3.41781 -5.75417 0.44
H 0.29483 5.10045 -4.01709 0.42
H -0.38095 4.36743 -1.74379 0.47
C 3.05704 -3.73321 0.50506 -0.47
C 2.73773 -3.53995 1.84636 -0.65
C 1.89663 -2.51547 2.22216 -0.32
C 1.36920 -1.66038 1.24198 0.26
C 1.71039 -1.83915 -0.09649 0.11
C 2.54367 -2.87904 -0.46142 -0.85
N 0.50044 -0.60929 1.59306 0.33
N 0.30754 -0.35887 2.78905 -0.53
C -0.54395 0.64829 3.18593 0.17
C -0.58162 0.93766 4.54668 -0.47
C -1.36881 1.99138 4.99012 -0.54
C -2.09876 2.74492 4.08002 -0.70
C -2.07042 2.43662 2.72176 -0.50
C -1.31371 1.37015 2.24517 0.51
H 3.71514 -4.54235 0.21923 0.42
H 3.15043 -4.19243 2.60357 0.41
H 1.63172 -2.35838 3.25643 0.48
H 1.35224 -1.14210 -0.84107 0.35
H 2.80678 -3.01944 -1.50099 0.42
H 0.01252 0.33786 5.22258 0.51
H -1.40772 2.22984 6.04418 0.42
H -2.69943 3.57593 4.42439 0.41
H -2.65820 3.04211 2.03977 0.42
```

Output
Maximum force   4.2 eV/Å
Energy above the lowest of the compared OMol25 structures with the same formula, charge and spin   0.417 eV
LUMO energy   -9.0 eV
Frontier orbital gap   5.72 eV
Net charge   +2